# C4H9NO3

A cluster of 2 separate species, C4H9NO3 in total in a non-equilibrium geometry (ωB97M-V/def2-TZVPD, OMol25).

Geometry as ORCA input:
```
! wB97M-V def2-TZVPD RIJCOSX def2/J DEFGRID3
* xyz 0 1
C -1.346 1.697 0.830
N -2.010 0.878 0.160
C -1.667 -0.287 -0.457
O -1.155 -0.333 -1.573
O -2.198 -1.360 0.144
H -0.326 1.514 1.161
H -1.810 2.645 1.073
H -2.102 -2.131 -0.435
C 1.168 -1.021 0.486
C 1.880 0.228 -0.333
O 1.018 1.077 -0.978
H 2.008 -1.514 0.974
H 0.756 -1.723 -0.238
H 0.486 -0.729 1.282
H 2.568 -0.269 -1.032
H 2.458 0.806 0.394
H 0.272 0.526 -1.459
*
```

As for the energy above the lowest of the compared OMol25 structures with the same formula, charge and spin: 46.6 kcal/mol. The calculation puts the largest force on an atom at 2.86 eV Å⁻¹. The value obtained for the LUMO energy is 0.651 eV. As for the SMILES: C=NC(=O)O.CCO. The frontier orbital gap comes out at 10.28 eV. For the total energy, the calculation gives -438.254747 a.u.

Atomic partial charges in e from the natural (NBO) method, atoms 1 to 6: atom 1 (C): 0.06, atom 2 (N): -0.45, atom 3 (C): 0.89, atom 4 (O): -0.65, atom 5 (O): -0.66, atom 6 (H): 0.18